# 1
{"formula": "C34H74Br2Cl2N11O29PS", "method": "ωB97M-V/def2-TZVPD", "smiles": "CCOC(=O)CCC[C@H](O[C@@H](C[C@@H](C)Cl)/C(Br)=C(/C)Br)[C@@H](COCOCCO)O[C@](CCCCl)([PH2]=N)S(C)(=O)=O.C[N+](=O)[O-].C[N+](=O)[O-].C[N+](=O)[O-].C[N+](=O)[O-].C[N+](=O)[O-].C[N+](=O)[O-].C[N+](=O)[O-].C[N+](=O)[O-].C[N+](=O)[O-].C[N+](=O)[O-]", "energy_ev": -297435.4715, "orbital_gap_ha": 0.2825, "largest_force_ev_per_a": 8.55, "homo_ev": -8.44, "elements": ["H", "H", "H", "Cl", "H", "N", "H", "C", "Br", "H", "H", "H", "H", "H", "O", "H", "H", "N", "C", "C", "H", "H", "H", "O", "C", "S", "O", "H", "H", "H", "H", "O", "N", "H", "O", "C", "H", "O", "O", "O", "O", "H", "O", "O", "C", "O", "N", "O", "H", "O", "H", "C", "H", "P", "H", "O", "H", "C", "H", "H", "H", "O", "C", "H", "O", "O", "C", "H", "O", "H", "H", "N", "C", "C", "H", "H", "H", "C", "H", "N", "H", "H", "Br", "O", "O", "H", "C", "H", "C", "O", "C", "C", "H", "H", "H", "H", "H", "H", "C", "H", "Cl", "C", "H", "H", "H", "H", "C", "C", "C", "N", "H", "C", "H", "H", "H", "C", "H", "H", "O", "H", "C", "H", "O", "C", "N", "C", "C", "H", "O", "O", "H", "N", "H", "H", "C", "C", "C", "C", "H", "H", "H", "H", "O", "H", "H", "C", "N", "C", "O", "H", "H", "O", "H", "N"], "coordinates": [[-0.644037, 2.875999, 4.593650], [-3.427521, -4.494317, -6.810867], [-9.273011, -3.012898, -1.359188], [0.335185, -6.220400, -3.372279], [1.331964, -2.526959, -2.474532], [-5.383366, 7.381096, 0.172584], [-1.844972, 7.027930, -1.657075], [-1.488586, 0.942183, 0.275210], [-2.202597, -5.506174, -0.309237], [1.381701, -2.326598, 1.480350], [-8.818574, -3.752246, -6.452011], [5.584844, 6.831570, 2.960687], [6.242634, -3.637932, -3.678677], [-5.144784, -4.813489, -3.504170], [6.977727, 4.670459, 2.532008], [-2.021401, 6.541623, 0.241989], [-5.922841, 7.732114, 2.165718], [-3.063458, -3.083585, -10.332438], [-2.958464, -4.275978, -3.017356], [0.005640, -4.286487, 5.178481], [-7.519676, -2.762603, -1.699166], [-3.836104, -6.140720, -4.032595], [-3.520515, 1.388571, 9.312677], [6.731870, 2.073938, -0.900220], [4.334949, 0.237657, 0.888582], [-0.586806, -3.372530, 3.608899], [-8.569031, -4.705811, -3.758186], [-0.682231, -5.208750, 5.433121], [-0.443680, 0.973094, 6.241598], [-2.190099, 2.124847, 10.269264], [6.486060, 10.366047, 5.558423], [-0.509932, -2.906591, -0.284152], [-8.370224, -4.471906, -2.560375], [-6.777717, 6.358835, 1.384401], [4.903773, 1.417507, 1.565416], [6.758105, 10.137322, 4.525895], [10.752803, 5.320928, 4.676428], [5.040847, 8.584554, 4.320688], [-10.463632, -2.110361, -7.081889], [3.125940, -0.145209, 1.632151], [-8.083158, -5.307562, -1.695416], [7.113185, -3.747293, -2.111046], [-6.432687, -4.784153, -6.769618], [-12.024596, -3.570248, -6.547732], [-4.238227, -4.613393, -7.532567], [-2.425862, 3.701844, -0.729693], [-5.337677, -5.352186, -6.854935], [4.134543, -3.478183, -2.525777], [1.942094, -1.978609, 5.792273], [12.515414, 4.700232, 2.859207], [-2.520926, 1.421465, 0.577398], [6.873280, 2.602007, 0.471258], [2.605950, -0.440948, 4.166688], [2.044353, -1.753206, 4.347151], [4.135773, 0.524488, -0.228099], [-4.308480, 7.991131, 0.135670], [0.228470, -1.001162, -0.901920], [1.617752, -5.223828, -0.939478], [6.307102, 3.619837, 0.653176], [2.427298, -4.450180, -0.560892], [6.461611, 1.095120, -0.851646], [-2.278110, 1.725881, 7.277634], [-0.794134, -3.090137, -1.715782], [1.041965, 0.849080, 5.091345], [-2.796200, -4.212816, -9.905480], [5.003940, -4.698249, -0.910605], [5.035628, 5.889015, 2.913515], [9.422388, 4.584652, 3.719841], [0.049182, -0.844267, 2.498480], [0.065238, -3.590761, 6.116834], [-4.394364, -6.002461, -2.208163], [5.986038, 4.797771, 3.259488], [-1.414465, 3.016560, -1.551663], [1.236036, -4.815112, -2.483383], [-1.265434, -2.057999, -2.088368], [-5.053822, 6.182115, 1.857939], [5.049921, -0.714044, 0.904966], [-1.175816, 1.394651, -1.279695], [-2.253308, -1.075705, 1.291173], [-1.657518, 1.537979, 8.330510], [6.547032, -5.246294, -2.938624], [-1.153302, -2.225716, -10.288370], [-2.766940, -2.949273, -4.542910], [-0.642693, 3.624860, -2.483192], [-4.158467, -2.515552, -10.247121], [-0.172161, 1.777265, 3.134700], [-5.820863, 6.872158, 1.500502], [-2.408158, -0.959384, -0.583807], [-0.808424, 1.783933, 4.142420], [7.098126, 7.920091, 3.897268], [10.483039, 4.529655, 3.973896], [-0.258719, -1.500635, 0.064856], [-1.907473, 0.821607, -2.019777], [4.664589, 5.695395, 1.904914], [-8.741260, -2.435200, -2.974982], [1.125852, -4.608178, 4.936215], [0.719874, -5.207498, -0.186206], [0.195425, -3.277817, -3.809836], [1.933636, -0.218935, 0.776940], [4.214872, 5.884307, 3.633853], [-2.628922, 1.570196, 3.871163], [-2.459864, 1.333574, 9.566732], [-0.746371, 5.682417, -0.862498], [10.734087, 3.543736, 4.370394], [-0.084215, 1.057537, -1.553179], [2.316983, -3.486587, 3.066589], [0.234059, -1.666710, 3.698911], [-1.998362, -4.199648, -1.844438], [-9.801831, -4.199810, -6.292503], [6.259645, 8.768553, 4.222917], [1.395389, 0.816135, 0.608860], [-1.964007, -2.344792, -11.010069], [8.038865, 2.748229, 0.672124], [-3.921884, 5.216982, -0.881692], [6.733175, 1.788400, 2.602489], [6.341459, -4.191869, -2.742762], [-2.208815, 0.347655, 9.963231], [2.302781, -0.666283, -0.267542], [-5.070419, -6.481417, -6.427977], [-0.689467, 1.297592, 1.054004], [-2.859250, 4.974801, -1.344225], [6.277931, 10.825096, 3.826842], [-0.427490, 1.504150, 8.452043], [-0.114962, 0.677060, 5.132576], [-10.847713, -3.211922, -6.671970], [0.807615, -1.319554, 1.341155], [-1.691293, -0.709903, 0.326755], [6.877118, 0.390007, 1.344374], [10.664792, 4.921962, 1.684798], [-2.141113, -3.306945, 3.666015], [-9.947461, -4.445430, -5.238589], [11.285385, 4.734060, 2.737673], [2.177639, -6.274385, -0.963622], [7.842742, 10.154248, 4.400095], [-0.606108, -0.868563, 4.908244], [-4.154313, -5.386379, -3.174038], [6.373774, 1.431293, 1.521726], [-8.485705, -3.057115, -2.114481], [-9.932970, -5.078730, -6.927120], [-2.992738, 4.906760, -2.504809], [-3.921431, -5.208865, -8.391339], [-4.613263, -3.639958, -7.855555], [-6.124477, 7.157103, -0.791557], [2.277552, -4.737282, -3.062625], [-1.647212, -2.940264, -11.868841], [0.510614, -3.360421, -2.663032], [5.054420, -4.115748, -2.000113], [-1.822066, 6.146584, -0.854419], [-0.119854, -4.239131, 2.417840], [-2.339043, -1.371357, -11.333058], [-0.326871, -1.457165, 5.908804], [5.714418, 4.101976, 4.244922], [-1.764348, -0.977724, 4.784824], [2.916245, -2.972996, 3.748822]], "atomic_forces_ev_per_a": [[-0.56, -2.54, -0.83], [-0.14, -0.20, -0.15], [0.25, -0.07, -0.05], [0.58, 1.36, 0.88], [-1.70, -1.72, -0.16], [0.23, 0.41, -1.02], [0.00, -1.80, 2.00], [-1.19, -0.56, -0.24], [0.18, 1.58, -1.95], [-1.32, 1.82, 0.08], [-0.32, -0.08, 0.04], [-0.19, -0.60, -0.19], [-0.10, -0.12, 0.28], [2.18, -1.29, 0.59], [-1.13, 0.08, 1.28], [0.11, -0.83, -2.45], [0.17, -0.17, -0.12], [-0.90, -0.27, 0.36], [2.28, -0.95, 4.50], [1.43, -0.11, 0.76], [-0.21, -0.13, 0.04], [-0.76, 1.64, 1.76], [0.32, 0.00, -0.06], [-0.72, -1.11, 1.18], [0.16, -0.19, 0.16], [-3.65, -4.38, -2.30], [0.50, 0.04, 1.91], [1.23, 2.06, -1.01], [0.85, -0.82, -2.69], [0.08, -0.23, -0.11], [-0.09, -0.03, -0.25], [0.45, 1.01, -1.04], [0.16, -1.16, -0.08], [0.26, 0.16, -0.10], [0.95, -2.62, -1.08], [0.31, 0.20, 0.00], [0.08, -0.23, -0.11], [1.77, 0.18, -0.12], [-0.83, -1.35, 0.54], [-0.11, 0.77, -2.05], [-0.45, 1.20, -1.49], [-0.14, -0.22, -0.04], [1.26, -1.00, 0.06], [1.52, 0.73, -0.24], [-0.04, 0.01, -0.07], [2.18, -1.47, -3.44], [-0.58, -0.37, 0.51], [1.11, -0.73, 0.87], [-0.24, 0.87, -0.95], [-1.69, 0.08, -0.32], [2.13, -0.91, -0.50], [0.95, -1.70, 0.89], [-0.57, -0.51, 0.20], [1.04, -2.55, -0.82], [-0.08, -0.54, 1.99], [-1.59, -0.86, -0.09], [-0.85, -0.91, 2.12], [0.60, 0.01, -0.25], [1.05, -2.36, -0.69], [-1.73, -1.45, -0.84], [0.68, 2.38, 0.07], [1.07, -0.16, 1.47], [-1.10, 0.90, -0.46], [-2.16, -0.49, -0.13], [-0.30, 1.64, -0.85], [-0.05, 1.01, -1.69], [-0.33, 0.05, -0.11], [0.26, -0.01, -0.08], [1.56, -2.40, 0.89], [-0.39, -1.14, -1.89], [0.84, 1.48, -1.74], [0.30, -0.59, 0.41], [3.45, 2.22, -3.14], [1.81, 0.82, 0.48], [0.84, -2.28, 0.49], [-0.05, 0.23, -0.03], [-1.22, 2.12, 0.21], [-0.47, 0.22, 0.71], [1.41, 0.77, -1.78], [0.25, 0.19, -0.81], [0.00, 0.19, 0.18], [-0.11, -0.17, -0.16], [-0.15, -1.40, 1.81], [-5.30, -3.39, 5.79], [1.52, -1.07, 0.02], [-2.00, -0.12, 1.90], [-0.26, -0.17, 0.15], [1.51, 0.34, 1.81], [2.38, 0.79, 0.02], [-1.19, 1.04, 0.52], [-0.38, -0.01, 0.10], [-0.51, 1.08, -0.62], [1.41, 1.28, 1.61], [0.16, -0.02, 0.11], [0.07, -0.26, 0.15], [-2.50, 0.57, 0.40], [1.70, -0.16, -1.68], [0.49, -0.10, 2.58], [-0.52, -1.00, -0.67], [0.31, -0.08, -0.13], [1.76, 0.04, 0.11], [-0.34, -0.04, 0.12], [-2.06, 0.94, -0.12], [0.08, 0.25, -0.02], [-2.14, 1.27, 0.26], [0.83, 0.33, 0.52], [-1.46, 3.00, 1.38], [-2.36, 0.38, -3.84], [0.19, 0.00, -0.05], [-0.25, -0.68, -0.08], [1.26, -1.83, 0.39], [0.08, 0.31, -0.16], [-2.49, -0.04, -0.37], [2.18, -0.81, -0.96], [-0.83, -0.79, -2.24], [0.14, 0.09, -0.32], [0.08, 0.24, -0.02], [-1.09, 0.99, 2.12], [-0.63, 1.59, -0.53], [-1.45, -0.61, -1.70], [-0.42, 1.81, 0.82], [-0.03, -0.14, 0.21], [-1.63, 0.10, -0.31], [-1.21, 0.61, 1.00], [-0.56, 0.58, -0.33], [0.70, -0.05, -2.73], [0.04, 0.30, -0.68], [-1.11, 1.85, -0.04], [1.12, -0.26, 1.42], [5.10, 0.76, 0.28], [-0.12, 0.01, -0.50], [0.45, 0.17, -1.03], [-1.44, 2.22, 0.10], [-0.30, -0.14, -0.01], [0.68, -0.59, 0.74], [0.12, 0.63, -0.87], [0.83, 2.17, 1.21], [-0.06, 0.32, -0.13], [-0.07, 0.14, 0.18], [0.63, -0.02, 2.30], [-0.15, 0.10, 0.44], [-0.04, -0.32, 0.08], [1.21, 0.40, 1.22], [-2.54, -0.25, 1.20], [0.01, 0.02, 0.26], [0.03, -0.69, -0.45], [-0.80, -0.10, 0.72], [0.45, -0.10, -0.75], [-0.47, 3.20, 3.64], [-0.02, -0.30, 0.14], [-0.68, 1.31, -2.12], [0.72, 0.79, -1.42], [2.29, 0.37, -0.09], [-1.74, 1.03, -0.07]]}

---

# 2
{"formula": "C15H22NO3", "method": "ωB97M-V/def2-TZVPD", "smiles": "C[N+](C)(CC(=O)c1ccccc1)CC1OCCCO1", "energy_ev": -23535.3498, "orbital_gap_ha": 0.3385, "charge": 1, "largest_force_ev_per_a": 4.79, "e_above_lowest_ev": 3.815, "homo_ev": -12.13, "elements": ["H", "C", "O", "C", "H", "O", "H", "H", "H", "H", "H", "H", "C", "C", "H", "H", "O", "C", "C", "H", "H", "H", "H", "N", "C", "H", "H", "C", "H", "H", "H", "C", "C", "C", "C", "C", "C", "C", "H", "H", "H"], "coordinates": [[-2.480442, 0.393669, 0.060145], [2.292752, 0.881478, 0.535451], [1.667254, 0.647905, -0.765330], [0.783856, -0.678194, 3.151947], [0.618715, 3.612925, 1.505674], [0.341985, -2.331777, -0.916073], [1.872534, -2.934481, 0.759795], [2.055651, 2.276833, -1.845869], [-0.211041, -1.072017, 3.476018], [-1.112869, -1.034498, 1.421916], [-3.003928, -1.683253, -4.250407], [2.029623, 3.537936, 0.336115], [-0.181662, -0.761510, 0.864957], [1.352921, -2.548345, 1.706914], [0.815522, 0.417206, 3.178222], [0.623546, 1.623411, -2.412325], [1.473530, 1.750102, 1.374637], [-3.860558, 0.155479, -1.444233], [-1.540335, -0.976482, -1.216195], [2.956213, -0.400293, 2.069631], [-4.573423, 0.902552, -1.102953], [1.528670, -1.077818, 3.872742], [3.229960, 1.341285, 0.475349], [1.032896, -1.073527, 1.753554], [-0.351057, -1.444813, -0.486271], [2.769742, -1.212761, 0.505744], [0.369367, -3.067947, 1.878084], [-1.689883, -1.556364, -2.515477], [2.033179, -2.740175, 2.496154], [-0.116330, 0.313492, 0.555031], [-4.736797, -0.061721, -3.424916], [2.266388, -0.527073, 1.199639], [1.161778, 1.828049, -1.522385], [-3.938300, -0.359237, -2.783576], [-2.606809, -0.131135, -0.857223], [-2.912690, -1.271310, -3.264936], [0.372467, 2.685787, -0.610711], [1.147381, 2.982341, 0.678212], [-0.545896, 2.132581, -0.341023], [-0.987401, -2.186215, -3.035290], [0.053489, 3.647915, -1.060736]], "atomic_forces_ev_per_a": [[0.17, 0.29, 1.00], [-4.75, -0.61, -0.23], [-0.30, 0.38, 0.22], [-0.77, 0.49, 1.23], [0.69, -1.06, -1.87], [0.28, 0.16, 0.10], [-1.41, 1.03, 1.26], [1.20, 1.17, -0.50], [0.79, 0.42, -0.41], [0.87, 0.56, -0.11], [-0.06, -0.09, -0.31], [0.36, -0.18, 0.57], [-0.48, 0.64, 0.11], [-1.43, -1.81, -0.92], [-0.24, -0.32, 0.12], [-0.59, -1.34, -0.55], [0.77, -0.26, -1.34], [2.44, -1.20, -3.23], [-1.67, -0.66, -3.46], [-0.40, -0.37, -0.52], [0.33, -0.35, 0.32], [-0.18, 0.12, -0.91], [1.79, 0.30, -0.39], [-0.27, -1.55, -2.37], [0.29, -0.06, 0.68], [-0.59, 0.25, 0.15], [1.18, 0.17, -0.15], [-3.23, 1.08, -0.75], [0.46, -0.18, 0.99], [-0.35, -0.95, 1.10], [-0.51, -0.13, -0.38], [3.48, 2.64, 0.30], [1.54, -0.41, 1.80], [1.83, -1.32, 1.35], [-0.54, 0.64, 2.01], [0.77, 1.50, 2.17], [-1.44, 0.68, 1.44], [-0.69, 0.69, 1.17], [0.09, 0.35, -0.16], [0.33, -0.14, 0.46], [0.25, -0.58, 0.02]]}